Entry 1:
46
Properties=species:S:1:pos:R:3 method="wB97M-V/def2-TZVPD" total_charge=0 gap_ev=3.72 homo_energy_ha=-0.24125 de_lowest_kcal_mol=49.0
S -0.45 -0.29 1.84
F -0.72 1.87 0.13
F -2.49 1.23 1.28
O -0.62 -3.33 -0.79
O 1.09 0.77 -2.03
O -0.19 1.05 3.31
N 1.26 -1.19 4.86
N -0.27 -1.06 -1.30
C -3.75 0.40 5.42
C 3.05 -0.39 0.11
C -2.62 0.56 4.63
C 2.59 0.11 6.33
C 1.87 -2.79 1.05
C -4.03 -0.82 6.03
C -1.75 -0.51 4.41
C 3.38 -0.86 1.43
C 2.47 -2.27 6.57
C -0.55 -0.24 3.56
C 1.76 0.03 5.23
C 1.40 -2.14 -0.12
C 1.99 -0.97 -0.58
C -2.06 -1.77 4.98
C 1.63 -2.33 5.48
C 2.61 -1.91 1.80
C 0.06 -2.30 -0.79
C 0.90 -0.28 -1.41
C 0.55 -1.31 3.57
C -1.46 0.82 0.52
C 2.96 -1.04 7.02
C -3.20 -1.91 5.78
H 2.73 -3.20 7.07
H 1.38 -1.19 2.79
H -3.40 -2.85 6.26
H -2.36 1.49 4.16
H 3.56 0.47 -0.31
H 3.60 -0.94 7.91
H -1.40 -2.63 4.84
H 1.25 -3.26 5.07
H -1.78 0.27 -0.38
H 2.94 1.08 6.63
H 4.08 -0.36 2.10
H -4.92 -0.91 6.66
H -4.39 1.27 5.56
H 1.49 0.91 4.63
H 1.48 -3.76 1.34
H 0.11 -2.32 3.45

***

Entry 2:
196
Properties=species:S:1:pos:R:3 method="wB97M-V/def2-TZVPD" total_charge=0 gap_ev=8.09 homo_energy_ha=-0.31485
O 5.14 -0.67 0.48
O -3.92 -2.23 2.55
O -0.82 5.44 -6.27
O -1.79 -2.09 6.34
O -1.71 3.58 1.82
O -5.28 2.92 0.19
O 2.59 -1.48 -4.81
O -2.44 8.51 -2.32
O 1.71 -5.72 5.81
O 2.77 -4.81 -0.14
O 0.41 3.54 -1.66
O -1.79 0.91 -6.24
O 0.61 -4.14 2.56
O -2.28 2.04 -3.66
O -1.02 -1.72 -1.53
O 1.25 -6.65 3.22
O 1.77 -6.19 -4.28
O 3.86 3.71 -2.59
O 1.64 1.92 6.44
O -3.61 -1.36 -1.52
O 3.43 2.62 2.97
O 0.78 0.47 1.97
O 3.87 -2.24 3.69
O -3.62 -4.45 -0.16
O 5.32 -2.89 -4.04
O -3.74 6.45 3.18
N -1.39 4.29 3.91
N 3.44 -0.23 2.86
N -4.12 1.87 -2.40
N -1.57 -4.66 -1.06
N -4.44 1.00 0.90
N -2.29 2.76 -1.54
N -6.16 -1.98 2.85
N 2.76 -4.73 -2.88
N 2.59 -3.25 1.24
N 2.78 4.69 2.46
N -3.84 5.32 1.29
N 1.46 3.04 2.13
N 2.41 2.34 -3.57
N -5.47 -2.21 0.86
N 4.56 -3.56 0.37
N 3.14 -0.57 4.92
N -4.67 -1.39 -3.45
N -6.29 1.66 1.72
N 0.84 -1.26 0.41
N 4.40 2.45 -4.35
N 5.07 1.27 -0.60
N -2.25 6.45 -1.41
N -4.95 -2.95 -2.08
N -0.85 -1.42 4.37
N -1.55 -4.67 2.83
N -1.13 -2.94 1.70
N 0.35 -1.47 6.05
N 6.40 -2.03 -2.43
N -2.86 -6.33 -1.07
N 6.92 0.27 -0.34
N 4.58 -1.12 -2.78
N -2.19 3.84 -5.42
N 1.85 5.18 -1.17
N 1.07 -5.79 -2.22
N -0.23 4.12 -4.72
N -5.44 6.68 1.80
N -0.75 7.05 -2.93
N -0.44 0.55 0.16
N 0.15 4.82 0.09
N -1.64 2.18 3.41
C -1.59 3.39 2.97
C -1.49 -0.47 -6.13
C -5.08 -2.24 2.14
C -1.85 7.43 -2.25
C 1.84 -4.36 5.66
C 2.38 -7.14 2.53
C 2.62 3.41 2.57
C 1.86 -5.65 -3.19
C 0.81 4.44 -0.90
C 3.53 -1.10 3.84
C -2.77 -5.11 -0.69
C 5.67 0.25 -0.13
C -1.07 4.53 -5.58
C -4.42 -1.78 -2.29
C 3.59 2.95 -3.48
C 3.28 -3.92 0.49
C 5.34 -2.10 -3.17
C 2.70 -2.57 -5.67
C 2.05 3.23 5.96
C 0.36 -0.07 0.88
C -4.27 6.23 2.12
C -0.60 -3.88 2.43
C -2.85 2.25 -2.63
C -0.49 -1.63 -2.89
C -0.85 -1.70 5.65
C -5.36 1.92 0.85
H 0.63 4.62 -4.85
H 1.99 -7.21 1.51
H -4.40 0.40 1.71
H -1.28 2.88 -1.53
H -5.50 -1.76 -3.88
H 3.22 -1.19 5.71
H -1.35 5.26 3.63
H -1.25 -3.78 -0.68
H -6.46 -2.28 0.70
H -0.55 -0.67 -5.61
H 2.89 0.41 4.90
H 2.50 4.83 -1.86
H -2.12 -3.01 1.49
H -3.53 -6.97 -0.67
H 7.38 -0.48 0.16
H 3.59 -2.44 -6.29
H 2.92 3.39 5.33
H 7.30 1.18 -0.51
H 2.93 -4.57 -1.90
H 1.72 -3.66 1.55
H 3.72 -1.03 -3.29
H 2.24 3.88 6.81
H 1.00 -5.82 2.83
H 2.59 -0.60 -5.20
H -0.54 6.07 -2.97
H -1.46 4.07 4.89
H 7.00 -2.83 -2.58
H -1.44 -5.51 3.38
H 0.06 -2.47 -3.31
H 1.21 3.70 5.44
H -4.62 -3.54 -1.32
H -7.07 -1.77 2.47
H -4.54 1.55 -3.26
H 1.26 -5.40 -1.31
H 1.71 -1.66 0.72
H -0.11 -0.63 -3.09
H -4.88 -2.28 0.04
H 1.98 5.27 2.28
H -1.29 -1.61 -3.63
H -1.39 2.10 4.38
H 2.97 0.64 3.04
H -0.95 0.14 -0.60
H -3.18 6.56 -1.03
H -1.37 -0.82 -7.15
H -0.61 3.36 -4.17
H 1.44 -6.04 4.94
H 1.11 -1.32 5.41
H -1.81 1.25 -5.34
H -4.56 4.81 0.79
H -3.05 4.76 1.59
H 4.99 -0.47 -2.13
H 5.64 1.91 -1.14
H 0.42 -1.40 -0.50
H 2.86 -4.14 5.36
H -0.83 1.35 0.63
H 6.25 -1.49 -1.59
H -2.86 3.05 -0.76
H 3.69 5.10 2.59
H 2.82 -3.56 -5.24
H 2.74 -8.12 2.83
H -2.26 3.10 -4.74
H -0.55 7.79 -3.60
H 1.56 -3.76 6.54
H -7.08 2.29 1.67
H -4.33 -0.51 -3.82
H 1.31 2.04 2.23
H -1.80 5.56 -1.27
H 0.23 -6.33 -2.38
H 5.14 -3.99 -0.32
H 1.11 -4.03 4.92
H -0.55 -2.39 1.09
H 2.25 1.63 7.12
H -6.16 0.85 2.30
H 0.55 5.60 0.58
H -2.29 -0.94 -5.56
H 4.98 -2.78 0.85
H -2.10 -6.79 -1.55
H -1.96 1.32 2.98
H -1.82 -1.50 4.11
H -3.72 0.97 0.20
H -5.89 6.50 0.91
H -5.78 7.33 2.50
H -5.54 -3.32 -2.81
H 2.11 5.99 -0.62
H 5.25 2.96 -4.56
H -2.51 -4.37 2.76
H -6.06 -1.92 3.85
H 2.20 1.67 -4.29
H -1.93 -1.48 -1.69
H -1.08 -5.11 -1.82
H 3.04 -2.68 1.94
H 0.58 -1.57 7.03
H 3.77 -0.53 1.95
H -0.07 -1.20 3.76
H 0.81 3.66 1.67
H 1.69 2.68 -2.95
H 4.11 1.42 -0.34
H -3.00 4.11 -5.96
H 1.84 -2.67 -6.33
H 3.19 -6.41 2.48
H 4.04 1.76 -5.00
H -0.62 4.35 0.55
H 3.38 -4.41 -3.61
H -4.60 2.02 -1.53

***

Entry 3:
29
Properties=species:S:1:pos:R:3 method="wB97M-V/def2-TZVPD" smiles="C=CC1(C/C=C/CCC)CC1" total_charge=0 gap_ev=9.85 homo_energy_ha=-0.32021 de_lowest_kcal_mol=85.5
C 0.34 -4.26 2.14
C -2.04 1.85 -1.20
C 0.58 -2.67 2.20
C -0.51 2.03 -0.97
C 1.21 -2.03 0.96
C 0.49 1.92 -2.15
C -1.47 3.22 -1.16
C -0.02 1.60 0.45
C 0.14 2.21 -3.42
C 1.20 -0.55 0.93
C 0.15 0.05 0.52
H 1.26 -4.81 1.78
H -0.63 -0.64 0.32
H 0.71 2.04 -4.22
H -0.70 1.92 1.25
H 0.15 -4.69 3.16
H 1.54 1.59 -2.01
H -2.54 1.50 -0.28
H -1.42 3.81 -2.10
H 2.11 -0.01 1.35
H -0.45 -4.56 1.51
H -1.54 3.74 -0.24
H 0.99 2.09 0.71
H 1.13 -2.52 3.08
H -0.80 2.60 -3.78
H 2.29 -2.15 0.86
H -2.44 1.47 -2.13
H -0.46 -2.32 2.42
H 0.73 -2.45 0.05

***

Entry 4:
16
Properties=species:S:1:pos:R:3 method="wB97M-V/def2-TZVPD" smiles="N[C@@H](C=O)CS.O" total_charge=0 gap_ev=9.37 homo_energy_ha=-0.33230 de_lowest_kcal_mol=54.0
S 0.15 -1.52 1.96
O -0.05 -1.62 -2.72
O 1.02 2.38 1.16
N -1.28 0.55 -0.12
C 0.63 -1.10 0.19
C -0.54 -0.74 -2.07
C -0.72 -0.74 -0.53
H -1.29 -1.68 -0.39
H 1.82 2.05 0.68
H 1.53 -0.44 -0.08
H -0.60 1.16 0.48
H 1.01 -2.12 -0.16
H 1.32 3.25 1.49
H -0.09 -0.19 2.18
H -0.83 0.21 -2.54
H -2.09 0.54 0.47

***

Entry 5:
13
Properties=species:S:1:pos:R:3 method="wB97M-V/def2-TZVPD" smiles="NCC1=NC(=O)C=N1" total_charge=0 gap_ev=8.37 homo_energy_ha=-0.37382 de_lowest_kcal_mol=57.6
O -3.29 -0.59 -0.19
N 2.25 0.04 -0.52
N -0.35 1.11 0.14
N -0.96 -1.13 -0.15
C -1.64 1.05 0.04
C 1.41 -0.74 0.39
C -2.12 -0.31 -0.09
C 0.00 -0.30 0.04
H 2.05 0.99 -0.19
H -2.34 1.89 0.07
H 1.61 -1.78 0.52
H 1.79 0.03 -1.41
H 1.59 -0.26 1.36

***

Entry 6:
14
Properties=species:S:1:pos:R:3 method="wB97M-V/def2-TZVPD" smiles="C#CCCC=C" total_charge=0 gap_ev=10.83 homo_energy_ha=-0.35796 de_lowest_kcal_mol=46.7
C -1.13 -1.70 -0.24
C -1.65 -2.65 -0.75
C 1.18 1.30 0.50
C 0.37 0.42 -0.38
C -0.47 -0.59 0.49
C 1.29 2.61 0.31
H 1.99 3.28 0.84
H 0.28 -0.99 1.21
H -2.00 -3.52 -1.31
H -1.33 -0.06 1.05
H -0.25 1.07 -1.05
H 1.09 -0.11 -1.01
H 0.82 3.14 -0.61
H 1.82 0.83 1.23

***

Entry 7:
20
Properties=species:S:1:pos:R:3 method="wB97M-V/def2-TZVPD" smiles="CCC/C=C/NC" total_charge=0 gap_ev=8.63 homo_energy_ha=-0.27702 de_lowest_kcal_mol=48.9
N 1.95 -0.31 1.15
C -2.30 0.11 0.27
C 2.52 0.98 1.44
C 0.46 0.20 -0.69
C -1.78 -0.78 -0.92
C -0.70 -0.13 -1.70
C 0.97 -0.73 0.14
H -0.25 -0.72 -2.51
H -1.39 -1.76 -0.53
H 2.25 -1.13 1.68
H -2.58 -0.86 -1.71
H -1.76 0.14 1.19
H 0.81 1.24 -0.68
H 1.75 1.55 1.96
H -2.50 0.97 -0.27
H 3.47 0.86 1.97
H -1.21 0.85 -2.16
H -3.27 -0.22 0.68
H 0.65 -1.83 0.09
H 2.90 1.59 0.60

***

Entry 8:
99
Properties=species:S:1:pos:R:3 method="wB97M-V/def2-TZVPD" total_charge=-2 gap_ev="5.04 / 4.41" spin_multiplicity=2 homo_energy_ha="-0.03535 / -0.01201" de_lowest_kcal_mol=129.6
Sb -0.58 1.82 3.91
Cr 0.48 0.08 -1.28
Cl -0.42 2.22 -3.70
S 1.08 -0.38 0.98
S 1.23 2.27 -0.77
S -2.15 1.71 0.76
P 2.69 -2.24 -2.34
N 2.98 0.94 3.90
N 1.41 -1.48 -2.01
N 2.91 4.39 1.76
N -4.43 1.57 -1.92
N -4.77 2.74 0.92
C 4.23 -1.14 -2.67
C -1.07 -0.54 -2.50
C 1.89 -4.04 -0.38
C 2.47 0.99 2.86
C -0.86 3.86 3.22
C 3.20 -3.51 -1.00
C 2.35 -3.24 -3.96
C -5.84 1.76 -1.85
C 2.46 3.41 1.35
C -2.55 1.77 4.85
C 1.85 1.06 1.57
C -3.69 2.81 -1.40
C 0.59 2.42 5.67
C -1.14 4.89 4.31
C 3.54 -3.85 -4.70
C -2.39 2.98 -2.11
C 4.09 -4.68 -1.44
C 3.92 -2.75 0.12
C -6.51 2.25 -0.80
C 3.90 -0.34 -3.94
C -0.17 2.59 6.99
C 1.57 -2.31 -4.90
C 1.88 2.20 0.82
C 4.33 -0.11 -1.53
C -2.47 0.45 -0.60
C -2.98 0.33 5.17
C -5.96 2.73 0.49
C -3.75 2.20 0.06
C -3.97 0.88 -0.67
C 1.36 -4.36 -3.57
C 5.57 -1.85 -2.85
C -1.57 0.62 -1.79
C -6.55 1.39 -3.12
C -1.59 1.94 -2.40
H 3.35 0.21 -1.20
H -3.99 0.28 5.58
H 1.84 -5.17 -3.02
H -4.29 3.72 -1.48
H 4.93 -2.45 -0.17
H -2.18 3.96 -2.53
H 0.93 -1.64 -4.32
H -7.58 2.35 -0.90
H 6.34 -1.09 -3.04
H 4.17 -4.47 -4.05
H -1.52 -1.49 -2.24
H 4.02 -3.41 0.99
H -1.39 5.86 3.88
H 0.93 -4.79 -4.49
H -1.69 3.81 2.51
H 1.19 -3.22 -0.24
H -0.95 -0.44 -3.57
H -4.66 0.14 -0.29
H 5.01 -4.33 -1.91
H -6.70 3.13 1.19
H 4.00 -0.95 -4.85
H 3.60 -5.36 -2.13
H -2.31 -0.14 5.90
H 2.88 0.06 -3.89
H 1.41 -4.81 -0.98
H -2.56 2.38 5.75
H -2.37 -0.55 -0.20
H -0.88 3.42 6.93
H 2.11 -4.47 0.61
H 0.93 -2.91 -5.57
H -1.99 4.58 4.94
H -0.75 1.69 7.24
H 3.36 -1.87 0.44
H -7.61 1.63 -3.08
H -6.42 0.33 -3.32
H 0.51 2.79 7.83
H -6.08 1.93 -3.95
H 4.86 0.78 -1.89
H 1.36 1.65 5.78
H -3.22 2.21 4.12
H 4.17 -3.07 -5.14
H 0.03 4.13 2.64
H 5.87 -2.39 -1.95
H 3.18 -4.48 -5.52
H -2.96 -0.29 4.27
H -0.28 5.03 4.97
H 5.58 -2.55 -3.68
H 2.22 -1.71 -5.54
H 1.11 3.34 5.40
H 4.37 -5.25 -0.55
H 4.88 -0.49 -0.67
H 0.55 -3.94 -2.97
H 4.59 0.51 -4.03

***

Entry 9:
21
Properties=species:S:1:pos:R:3 method="wB97M-V/def2-TZVPD" smiles="C=CCCC.CO" total_charge=0 gap_ev=10.88 homo_energy_ha=-0.36157 de_lowest_kcal_mol=31.7
O 0.78 -2.27 1.77
C 0.52 1.59 -0.43
C -0.89 1.00 -0.41
C 1.04 -2.79 0.49
C -1.78 -0.77 1.15
C 0.86 2.22 -1.78
C -1.28 0.44 0.94
H -1.14 1.12 1.79
H -2.05 -1.11 2.14
H -1.60 1.78 -0.69
H 0.83 1.48 -2.58
H 1.86 2.67 -1.77
H -1.94 -1.47 0.33
H -0.98 0.21 -1.17
H 0.42 -1.38 1.65
H 0.30 -2.47 -0.26
H 0.61 2.34 0.36
H 2.04 -2.52 0.12
H 0.99 -3.89 0.55
H 1.25 0.80 -0.19
H 0.15 3.01 -2.03

***

Number 1: total energy -48455.33302 eV. Number 2: total energy -141498.77530 eV. Number 3: total energy -11695.57186 eV. Number 4: total energy -19676.07231 eV. Number 5: total energy -10745.11750 eV. Number 6: total energy -6348.75954 eV. Number 7: total energy -7920.71181 eV. Number 8: total energy -132840.94206 eV. Number 9: total energy -8495.51907 eV.